[1]
The following is a quantum chemistry calculation of C30H43AsN6O7OsS2Si3 as an isolated structure at a distorted geometry, from the OMol25 dataset.

Results
* spin multiplicity: 5
* ΔE to the lowest compared entry with this formula, charge and spin: 27.4 kcal/mol
* orbital gap (spin up / spin down): 7.29 / 5.51 eV
* molar mass: 1013.25 g mol⁻¹
* highest occupied orbital energy (spin up / spin down): -13.364 / -13.299 eV
* <S²>: 6.0286
* total charge: +2

XYZ file:
```
93
C30H43AsN6O7OsS2Si3 | the OMol25 dataset | wB97M-V/def2-TZVPD
Os 0.217 -0.618 0.117
O 2.131 2.651 4.821
C 2.963 1.691 4.466
O 3.934 1.370 5.090
C 2.658 0.946 3.196
C 3.563 0.088 2.598
N 2.948 -0.506 1.570
N 1.674 -0.088 1.479
C 1.494 0.807 2.447
C 0.170 1.505 2.432
O -0.015 2.449 3.185
O -0.652 1.031 1.560
H 1.333 2.705 4.252
H 4.592 -0.119 2.870
H 3.337 -1.151 0.905
N 2.365 -0.684 -3.428
C 3.358 0.124 -2.861
C 4.575 0.581 -3.358
C 5.286 1.438 -2.546
C 4.789 1.849 -1.294
C 3.591 1.378 -0.804
C 2.884 0.479 -1.604
N 1.636 -0.139 -1.428
C 1.368 -0.793 -2.550
C 0.057 -1.409 -2.718
C -0.531 -1.943 -3.803
S -2.162 -2.320 -3.463
C -1.982 -1.776 -1.879
N -0.783 -1.325 -1.605
H 2.400 -1.093 -4.348
H 4.936 0.299 -4.340
H 6.236 1.827 -2.889
H 5.354 2.573 -0.718
H 3.195 1.731 0.143
H -0.098 -2.117 -4.782
H -2.788 -1.796 -1.156
N -0.956 1.707 -1.287
C -0.289 2.964 -1.421
C -0.550 3.770 -2.526
C 0.097 4.982 -2.671
C 0.985 5.381 -1.669
C 1.324 4.561 -0.591
C 0.662 3.355 -0.473
S 1.784 7.047 -1.797
O 0.838 8.006 -2.287
O 2.419 7.366 -0.549
O 2.772 6.615 -2.844
H -1.696 1.598 -1.966
H -1.319 1.583 -0.347
H -1.274 3.456 -3.274
H -0.114 5.637 -3.511
H 2.048 4.894 0.147
H 0.868 2.704 0.364
C -1.022 -3.405 5.170
Si -0.232 -2.066 4.173
C 1.545 -2.525 3.912
C -0.586 -0.475 5.035
As -1.058 -1.922 1.807
Si -0.712 -4.226 1.116
C -1.892 -4.798 -0.195
C 1.033 -4.107 0.443
C -0.821 -5.401 2.534
Si -3.397 -1.287 2.197
C -4.362 -1.820 0.699
C -3.534 0.512 2.533
C -3.875 -2.365 3.617
H -0.499 -3.379 6.139
H -0.899 -4.406 4.760
H -2.082 -3.239 5.370
H 2.116 -2.334 4.832
H 2.018 -1.964 3.108
H 1.624 -3.593 3.688
H -0.135 -0.539 6.034
H -1.665 -0.346 5.166
H -0.195 0.422 4.560
H -1.761 -4.282 -1.148
H -2.934 -4.691 0.123
H -1.715 -5.867 -0.378
H 1.135 -3.259 -0.244
H 1.332 -5.013 -0.100
H 1.743 -3.964 1.269
H -1.746 -5.255 3.101
H 0.027 -5.314 3.220
H -0.832 -6.429 2.145
H -4.289 -1.106 -0.131
H -5.425 -1.874 0.972
H -4.066 -2.816 0.357
H -3.161 1.114 1.703
H -2.965 0.803 3.421
H -4.590 0.765 2.701
H -3.485 -3.381 3.507
H -4.971 -2.428 3.666
H -3.529 -1.957 4.572
```



[2]
The following is a quantum chemistry calculation of C55H53N6P2STeTl as an isolated structure at a distorted geometry, from the OMol25 dataset.

Results
* orbital gap (spin up / spin down): 3.85 / 3.85 eV
* molar mass: 1224.07 g mol⁻¹
* highest occupied orbital energy (spin up / spin down): -6.485 / -6.482 eV
* total charge: 0

XYZ file:
```
119
C55H53N6P2STeTl | the OMol25 dataset | wB97M-V/def2-TZVPD
Tl 13.256 -9.530 17.959
Te 16.607 -5.836 17.356
C 17.142 -3.810 17.718
C 16.372 -2.934 18.501
C 16.809 -1.599 18.679
N 17.959 -1.150 18.211
C 18.740 -1.982 17.494
C 18.313 -3.276 17.151
C 15.095 -6.139 18.775
P 15.292 -6.988 20.337
C 16.925 -6.618 20.861
C 17.809 -7.696 21.197
C 19.163 -7.428 21.451
C 19.562 -6.109 21.514
C 18.690 -5.041 21.355
C 17.380 -5.311 20.903
C 14.263 -6.195 21.589
C 14.451 -4.949 22.121
C 13.830 -4.590 23.331
C 12.892 -5.415 23.936
C 12.624 -6.694 23.370
C 13.318 -7.082 22.232
P 13.559 -6.391 17.958
C 13.493 -5.553 16.354
C 13.252 -6.359 15.248
C 13.127 -5.789 13.983
C 13.186 -4.417 13.867
C 13.503 -3.607 14.992
C 13.619 -4.140 16.231
C 12.235 -5.617 18.851
C 12.293 -4.308 19.281
C 11.237 -3.663 19.937
C 10.087 -4.387 20.127
C 9.909 -5.695 19.634
C 10.996 -6.299 18.946
H 15.534 -3.249 19.088
H 16.195 -0.994 19.326
H 19.713 -1.643 17.170
H 18.901 -3.850 16.460
H 17.383 -8.720 21.251
H 19.806 -8.230 21.795
H 20.609 -5.966 21.704
H 19.001 -4.000 21.556
H 16.705 -4.510 20.540
H 15.118 -4.221 21.649
H 14.129 -3.668 23.792
H 12.348 -5.175 24.854
H 11.830 -7.342 23.833
H 13.116 -8.042 21.744
H 12.999 -7.430 15.401
H 12.936 -6.475 13.134
H 13.029 -4.000 12.883
H 13.598 -2.509 14.857
H 13.734 -3.507 17.110
H 13.177 -3.727 19.065
H 11.425 -2.653 20.280
H 9.244 -3.952 20.650
H 8.968 -6.152 19.841
H 10.941 -7.316 18.565
S 12.563 -10.681 15.172
C 13.423 -12.185 15.249
N 12.876 -13.394 15.042
N 11.579 -13.437 14.830
C 10.883 -14.623 14.957
C 9.536 -14.652 14.588
C 8.754 -15.783 14.850
C 9.362 -16.931 15.302
C 10.736 -16.910 15.567
C 11.503 -15.821 15.403
N 14.692 -12.295 15.721
N 15.248 -11.264 16.292
C 16.534 -11.558 16.654
C 17.165 -10.727 17.589
C 18.364 -11.157 18.159
C 18.921 -12.371 17.695
C 18.412 -13.100 16.649
C 17.206 -12.687 16.089
H 11.121 -12.522 14.664
H 9.066 -13.823 14.090
H 7.649 -15.771 14.669
H 8.874 -17.871 15.379
H 11.192 -17.852 15.991
H 12.574 -15.786 15.536
H 16.633 -9.879 17.975
H 18.812 -10.595 18.994
H 19.767 -12.747 18.272
H 18.877 -14.040 16.345
H 16.743 -13.186 15.261
C 16.135 -14.036 20.349
C 14.863 -13.343 20.790
C 14.425 -13.408 22.078
C 13.462 -12.526 22.580
C 13.080 -12.478 24.048
C 12.952 -11.599 21.710
C 13.074 -11.710 20.261
C 14.256 -12.484 19.883
N 12.235 -11.182 19.347
C 10.794 -11.208 19.618
C 10.452 -12.682 19.965
C 10.291 -10.254 20.678
C 10.146 -10.970 18.203
H 16.055 -14.383 19.292
H 16.337 -14.840 21.061
H 16.958 -13.356 20.408
H 14.784 -14.165 22.760
H 13.229 -13.442 24.466
H 12.029 -12.129 24.143
H 13.748 -11.735 24.516
H 12.364 -10.778 22.123
H 14.646 -12.316 18.882
H 10.679 -13.000 20.967
H 11.043 -13.344 19.313
H 9.399 -12.834 19.755
H 10.452 -10.643 21.671
H 9.178 -10.109 20.580
H 10.767 -9.265 20.598
H 10.825 -11.509 17.488
H 10.121 -9.902 17.939
H 9.140 -11.370 18.137
```



[3]
The following is a quantum chemistry calculation of C26H30N3O2SbSc as an isolated structure, from the OMol25 dataset.

Results
* orbital gap: 7.46 eV
* molar mass: 583.26 g mol⁻¹
* highest occupied orbital energy: -11.370 eV
* total charge: +1

XYZ file:
```
63
C26H30N3O2SbSc | the OMol25 dataset | wB97M-V/def2-TZVPD
Sc 0.256 -0.174 -0.325
C -2.299 1.195 -1.433
C -1.943 2.481 -0.731
C -2.926 3.374 -0.336
C -2.577 4.566 0.281
C -1.243 4.862 0.506
C -0.229 3.991 0.116
C 1.211 4.362 0.329
C -0.595 2.792 -0.504
N 0.367 1.827 -0.923
C 1.334 2.231 -1.806
O 1.535 3.342 -2.242
C 2.154 1.056 -2.287
C 3.095 1.125 -3.293
C 3.644 -0.065 -3.758
C 3.214 -1.285 -3.246
C 2.272 -1.269 -2.238
N 1.792 -0.118 -1.762
C 1.594 -2.504 -1.686
O 1.974 -3.607 -2.003
N 0.536 -2.184 -0.864
C -0.325 -3.272 -0.502
C -0.356 -3.720 0.824
C 0.546 -3.112 1.869
C -1.218 -4.751 1.168
C -2.035 -5.334 0.214
C -1.994 -4.885 -1.095
C -1.146 -3.852 -1.476
C -1.113 -3.401 -2.910
H -3.374 1.083 -1.555
H -1.992 0.325 -0.828
H -1.827 1.124 -2.414
H -3.968 3.142 -0.522
H -3.346 5.267 0.574
H -0.973 5.798 0.980
H 1.310 5.065 1.155
H 1.618 4.825 -0.570
H 1.821 3.479 0.535
H 3.358 2.089 -3.704
H 4.381 -0.043 -4.551
H 3.573 -2.233 -3.620
H 1.532 -2.890 1.459
H 0.669 -3.792 2.711
H 0.112 -2.191 2.274
H -1.237 -5.111 2.190
H -2.697 -6.143 0.492
H -2.628 -5.344 -1.843
H -2.056 -3.630 -3.403
H -0.314 -3.917 -3.448
H -0.929 -2.329 -2.994
C 0.190 2.694 3.369
Sb 0.080 0.742 2.523
C 1.697 -0.062 3.670
C -1.563 0.056 3.704
H 0.108 2.564 4.447
H -0.619 3.320 3.002
H 1.145 3.152 3.128
H 1.474 0.082 4.726
H 2.606 0.482 3.420
H 1.844 -1.121 3.472
H -1.283 0.149 4.751
H -1.808 -0.981 3.482
H -2.431 0.680 3.500
```



[4]
The following is a quantum chemistry calculation of C29H46BrN3P2PdS as an isolated structure at a distorted geometry, from the OMol25 dataset.

Results
* spin multiplicity: 5
* ΔE to the lowest compared entry with this formula, charge and spin: 6.8 kcal/mol
* orbital gap (spin up / spin down): 6.76 / 5.15 eV
* molar mass: 717.05 g mol⁻¹
* highest occupied orbital energy (spin up / spin down): -17.787 / -19.103 eV
* <S²>: 6.0472
* total charge: +4

XYZ file:
```
83
C29H46BrN3P2PdS | the OMol25 dataset | wB97M-V/def2-TZVPD
C -0.663 6.716 -6.268
C -0.825 5.411 -6.796
C -1.152 5.310 -8.160
C -1.279 6.483 -8.932
N -1.103 7.695 -8.409
C -0.809 7.830 -7.111
C -0.694 4.241 -5.952
C -0.655 3.373 -5.078
C -1.240 2.822 -3.913
C -0.305 2.383 -2.926
C -0.711 2.538 -1.555
C -2.069 2.688 -1.246
C -3.010 2.809 -2.302
C -2.599 2.916 -3.629
Pd 0.370 0.280 -3.001
P 2.108 -1.017 -1.788
H -1.278 4.341 -8.638
H -0.399 6.878 -5.227
H -1.505 6.424 -10.003
H -0.664 8.848 -6.720
H -3.272 3.143 -4.447
H 0.789 2.328 -3.227
H -4.060 2.754 -2.041
H 0.056 2.347 -0.799
C 2.028 -2.579 -0.727
C 3.029 -3.683 -1.094
H 0.995 -2.955 -0.709
H 2.217 -2.241 0.302
H 3.159 -4.361 -0.233
H 2.682 -4.304 -1.935
H 4.016 -3.279 -1.364
C 2.930 -1.431 -3.428
C 3.752 -0.240 -3.912
H 2.097 -1.613 -4.149
H 3.500 -2.381 -3.344
H 3.952 -0.352 -4.992
H 3.192 0.691 -3.766
H 4.713 -0.165 -3.390
C 3.378 -0.115 -0.831
C 4.774 -0.735 -0.792
H 2.998 -0.024 0.200
H 3.387 0.906 -1.223
H 5.509 0.027 -0.500
H 4.825 -1.542 -0.054
H 5.102 -1.151 -1.751
Br -2.629 2.276 0.484
P -0.936 -1.633 -2.695
C 0.035 -3.183 -3.331
C -0.405 -4.618 -3.605
H 0.888 -3.283 -2.630
H 0.489 -2.813 -4.261
H 0.486 -5.221 -3.796
H -0.947 -5.086 -2.786
H -1.002 -4.716 -4.515
C -1.936 -1.808 -1.087
C -3.375 -2.344 -0.936
H -1.920 -0.838 -0.569
H -1.307 -2.478 -0.488
H -3.631 -2.328 0.139
H -4.140 -1.745 -1.444
H -3.473 -3.384 -1.272
C -2.145 -0.915 -3.859
C -2.398 -1.673 -5.157
H -1.741 0.095 -4.079
H -3.053 -0.762 -3.287
H -2.666 -0.967 -5.950
H -1.538 -2.254 -5.495
H -3.256 -2.342 -5.042
S 0.526 -0.053 0.352
C 0.432 -0.325 2.033
N -0.833 -0.467 2.502
C -1.241 -0.114 3.869
C -0.049 0.204 4.727
C 1.124 -0.666 4.350
N 1.412 -0.409 2.929
H -1.515 -0.273 1.770
H -1.800 -0.963 4.268
H -1.927 0.739 3.786
H -0.315 0.070 5.766
H 0.210 1.255 4.609
H 0.880 -1.722 4.501
H 2.006 -0.443 4.945
H 2.371 -0.406 2.590
```



Question: The highest total charge belongs to which entry?
Answer: C29H46BrN3P2PdS



Question: Which of these has the highest total charge?
Answer: C29H46BrN3P2PdS



Question: What is the total charge in the first record?
Answer: +2